(1)
CH2F3P | wB97M-V/def2-TZVPD

Geometry as XYZ:
```
7
Properties=species:S:1:pos:R:3:forces:R:3:lowdin_charge:R:1
F -0.228 0.563 -1.637 -0.326 0.270 -0.106 -0.157
C 0.111 0.022 -0.398 -1.279 -0.673 0.816 -0.370
P 1.207 -1.351 -0.922 1.199 -0.290 1.231 0.903
F 2.613 -0.568 -0.720 -0.539 -0.606 -0.038 -0.299
F 1.187 -2.256 0.459 0.080 1.063 -1.116 -0.318
H -0.818 -0.629 -0.009 1.644 2.062 -0.299 0.118
H 0.517 0.902 0.227 -0.779 -1.827 -0.487 0.122
```
Forces are in eV/Å.

Computed properties:
* SMILES: FCP(F)F
* HOMO-LUMO gap: 11.31 eV
* E_tot: -18511.4986 eV

(2)
CH2F3P | wB97M-V/def2-TZVPD

Geometry as XYZ:
```
7
Properties=species:S:1:pos:R:3:forces:R:3:lowdin_spin:R:1
C 0.325 0.171 0.660 0.456 0.861 0.492 0.204
F 0.407 -0.964 1.426 0.043 0.587 0.066 0.057
F 0.156 0.840 -1.976 -0.930 -0.221 0.357 0.470
F -1.129 -1.402 -0.833 -0.399 0.221 -0.217 0.196
P -1.276 0.097 -0.364 1.910 0.090 -0.475 1.041
H 1.060 0.122 -0.186 -0.646 0.019 0.677 0.029
H 0.456 1.136 1.274 -0.435 -1.556 -0.900 0.002
```
Forces are in eV/Å.

Computed properties:
* 2S+1: 3
* expectation value of S²: 2.008
* HOMO-LUMO gap (spin up / spin down): 8.74 / 6.47 eV
* E_tot: -18506.3666 eV

Q: Among the records above, which one has the lowest E_tot?
A: number 1